ORCA calculation (ωB97M-V with the def2-TZVPD basis set) on a molecular structure, C12H25IrN13 at a distorted geometry.

Structure (XYZ):
```
51
Properties=species:S:1:pos:R:3
Ir 0.20 0.00 0.33
C -1.71 1.31 2.26
C -0.31 1.44 2.88
N 0.81 0.72 2.18
C 2.08 1.48 1.99
C 2.11 2.09 0.60
N 1.88 1.02 -0.41
C 1.83 1.52 -1.81
C 0.39 1.87 -2.14
C -0.38 0.66 -2.65
N -0.45 -0.51 -1.69
C -1.73 -1.24 -2.03
C -2.97 -0.61 -1.42
N -2.96 -0.93 -0.02
C -3.45 -0.26 1.09
H -1.75 1.77 1.26
H -2.42 1.84 2.89
H -0.33 1.12 3.92
H -0.08 2.51 2.88
H 1.03 -0.10 2.75
H 2.91 0.77 2.10
H 2.20 2.24 2.76
H 3.07 2.58 0.42
H 1.33 2.85 0.48
H 2.65 0.35 -0.35
H 2.18 0.71 -2.45
H 2.52 2.35 -1.93
H 0.34 2.65 -2.90
H -0.11 2.29 -1.26
H 0.05 0.31 -3.58
H -1.40 0.97 -2.86
H 0.29 -1.15 -1.97
H -1.64 -2.28 -1.71
H -1.80 -1.25 -3.12
H -3.87 -0.98 -1.93
H -2.95 0.48 -1.56
H -2.98 -1.93 0.12
H -4.17 -0.82 1.68
H -3.81 0.75 0.89
N -0.01 -2.78 2.39
C 0.94 -2.72 1.39
N 1.82 -3.66 1.12
N 2.54 -3.19 0.08
N 2.14 -2.03 -0.27
N 1.12 -1.69 0.55
C -1.01 -1.87 2.51
N -1.86 -1.80 3.53
N -2.58 -0.71 3.44
N -2.19 -0.09 2.11
N -1.13 -0.86 1.65
H 0.03 -3.57 3.03
```

The charge is +2. As for the spin multiplicity: 2. The calculation puts the total energy at -1287.73370 a.u.